Density functional theory data (ωB97M-V/def2-TZVPD) for a single C5H9NS molecule.

Its charge is 0. The value obtained for the total energy is -648.78182 a.u. As for the SMILES: CC(=S)/C(C)=C\N. Its orbital gap is 8.0 eV.

```
16
C5H9NS ωB97M-V/def2-TZVPD
C -0.471 0.711 -0.006
H 2.282 1.224 1.288
H 2.124 2.048 -0.401
C -1.722 0.075 0.055
C 2.092 0.966 0.101
H -0.162 2.660 -0.993
N -1.974 -1.240 0.148
C 0.843 0.120 0.000
S 0.953 -1.574 -0.075
H -1.838 2.457 -0.350
C -0.702 2.292 -0.100
H -2.629 0.736 0.127
H 2.922 0.298 -0.168
H -1.129 -1.795 -0.496
H -2.866 -1.557 0.099
H -0.373 2.795 0.765
```

Calculated atomic charges, method natural (NBO), unit e: -0.2217 0.2395 0.2381 0.1409 -0.6875 0.2079 -0.7671 -0.0425 -0.1450 0.2046 -0.6049 0.1885 0.2479 0.4140 0.3788 0.2085